# 1
One molecule with the formula C17H17N3OS at a distorted geometry, computed with the ωB97M-V functional and the def2-TZVPD basis.

```
39
Properties=species:S:1:pos:R:3
C 1.168 4.841 0.048
C 0.877 3.541 -0.638
C -0.423 3.152 -0.927
C -0.688 1.953 -1.562
C 0.358 1.118 -1.929
O 0.174 -0.040 -2.656
C -0.755 -0.985 -2.179
C -0.092 -1.962 -1.256
N 0.922 -2.693 -1.589
N 1.239 -3.407 -0.487
C 0.411 -3.131 0.552
S 0.419 -3.772 2.059
N -0.458 -2.187 0.046
C -1.518 -1.597 0.818
C -1.237 -0.172 1.228
C -2.285 0.730 1.352
C -2.049 2.017 1.800
C -0.763 2.417 2.118
C 0.287 1.526 1.981
C 0.052 0.237 1.541
C 1.666 1.497 -1.646
C 1.917 2.695 -1.008
H 1.737 4.669 0.961
H 0.248 5.361 0.302
H 1.764 5.485 -0.597
H -1.246 3.798 -0.659
H -1.710 1.687 -1.791
H -1.598 -0.509 -1.668
H -1.115 -1.522 -3.063
H 2.005 -4.060 -0.489
H -2.459 -1.665 0.264
H -1.600 -2.218 1.721
H -3.291 0.418 1.111
H -2.873 2.707 1.903
H -0.580 3.419 2.473
H 1.293 1.831 2.225
H 0.875 -0.458 1.457
H 2.470 0.844 -1.946
H 2.936 2.981 -0.794
```

E_LUMO, eV: 0.65
Orbital gap, Ha: 0.3191
E_tot, eV: -35257.997
HOMO level, eV: -8.0
SMILES: Cc1ccc(OCc2n[nH]c(=S)n2Cc2ccccc2)cc1
ΔE to the lowest compared entry with this formula, charge and spin, kJ/mol: 115.6

# 2
One molecule with the formula C25H35N5O6, computed with the ωB97M-V functional and the def2-TZVPD basis.

```
71
Properties=species:S:1:pos:R:3
C 0.303 4.120 -2.057
C 0.175 2.704 -1.505
N -1.199 2.411 -1.182
C -1.704 1.172 -1.223
O -1.067 0.204 -1.641
C -3.094 1.092 -0.761
N -3.822 2.239 -0.599
C -4.995 1.869 -0.171
N -5.074 0.530 -0.032
C -3.873 0.000 -0.404
C -3.686 -1.461 -0.225
O -4.593 -2.121 0.266
N -2.496 -1.932 -0.601
C -2.089 -3.301 -0.393
C -1.427 -3.898 -1.636
C -0.123 -3.200 -2.034
C 1.010 -3.397 -1.017
C 1.850 -2.132 -0.806
N 1.078 -1.049 -0.242
C 0.798 -0.991 1.077
O 1.328 -1.673 1.925
O -0.125 -0.025 1.299
C -0.626 0.213 2.635
C -1.622 1.361 2.472
C 0.500 0.643 3.575
C -1.330 -1.042 3.155
C 1.042 2.572 -0.243
O 0.769 3.079 0.814
O 2.125 1.856 -0.490
C 3.022 1.630 0.606
C 4.083 0.658 0.177
C 4.786 0.873 -1.001
C 5.766 -0.017 -1.402
C 6.059 -1.124 -0.622
C 5.361 -1.341 0.553
C 4.372 -0.457 0.951
H -0.347 4.243 -2.920
H 0.020 4.841 -1.292
H 1.329 4.314 -2.357
H 0.517 1.961 -2.233
H -1.777 3.132 -0.774
H -5.802 2.540 0.047
H -5.835 -0.046 0.299
H -1.822 -1.283 -1.003
H -1.400 -3.342 0.459
H -2.986 -3.868 -0.132
H -1.231 -4.954 -1.443
H -2.131 -3.833 -2.469
H 0.192 -3.587 -3.005
H -0.318 -2.136 -2.168
H 0.603 -3.681 -0.045
H 1.670 -4.204 -1.338
H 2.662 -2.352 -0.110
H 2.276 -1.785 -1.749
H 0.472 -0.517 -0.855
H -1.121 2.218 2.029
H -2.021 1.644 3.442
H -2.442 1.061 1.825
H 0.953 1.563 3.209
H 0.095 0.825 4.567
H 1.255 -0.135 3.642
H -2.100 -1.358 2.453
H -1.794 -0.832 4.114
H -0.612 -1.848 3.279
H 3.462 2.594 0.897
H 2.454 1.243 1.455
H 4.555 1.737 -1.607
H 6.307 0.156 -2.321
H 6.827 -1.816 -0.933
H 5.581 -2.206 1.161
H 3.817 -0.643 1.858
```

E_LUMO, eV: 0.52
Orbital gap, Ha: 0.3560
E_tot, eV: -46232.798
HOMO level, eV: -9.2
SMILES: C[C@H](NC(=O)c1nc[nH]c1C(=O)NCCCCCNC(=O)OC(C)(C)C)C(=O)OCc1ccccc1
ΔE to the lowest compared entry with this formula, charge and spin, kJ/mol: 0.0

# 3
C8H24F2InO4S4 as an isolated structure at a distorted geometry, computed with the ωB97M-V functional and the def2-TZVPD basis.

```
43
Properties=species:S:1:pos:R:3
In -0.638 0.537 0.575
F -2.562 2.505 -0.405
F 2.191 0.179 -0.254
C 0.673 -4.594 2.035
S 1.310 -3.180 1.040
O 0.428 -1.980 1.441
C 2.819 -2.946 2.071
H 0.540 -4.383 3.096
H 1.394 -5.383 1.824
H -0.240 -4.958 1.564
H 3.213 -1.985 1.740
H 3.432 -3.838 1.937
H 2.672 -2.756 3.134
C -3.010 3.793 4.406
S -1.523 2.806 3.894
O -1.732 2.113 2.596
C -0.296 4.166 3.700
H -3.783 3.039 4.553
H -3.247 4.499 3.610
H -2.835 4.324 5.342
H -0.510 4.816 2.851
H 0.670 3.664 3.651
H -0.244 4.790 4.592
C 1.975 2.111 -3.033
S 0.277 1.694 -3.473
O -0.416 1.163 -2.198
C -0.432 3.432 -3.638
H 2.111 2.598 -2.067
H 2.470 2.767 -3.749
H 2.551 1.185 -3.034
H -1.512 3.484 -3.779
H -0.004 3.997 -4.466
H -0.374 3.919 -2.664
C -0.778 -4.157 -1.751
S -1.386 -2.590 -2.438
O -1.062 -1.473 -1.442
C -0.272 -2.527 -3.891
H 0.291 -4.029 -1.584
H -0.844 -4.878 -2.566
H -1.225 -4.286 -0.765
H 0.699 -2.576 -3.398
H -0.388 -1.656 -4.536
H -0.405 -3.408 -4.518
```

E_LUMO, eV: -7.69
Orbital gap, Ha: 0.1468
Total charge: +1
E_tot, eV: -70808.973
HOMO level, eV: -11.7
ΔE to the lowest compared entry with this formula, charge and spin, kJ/mol: 210.2

# 4
A 2-piece molecular cluster, C3H12N3O overall at a distorted geometry, computed with the ωB97M-V functional and the def2-TZVPD basis.

```
19
Properties=species:S:1:pos:R:3
C -1.504 -1.278 0.278
C -1.044 -0.042 -0.395
C 1.863 -0.086 0.399
N -2.164 0.897 -0.616
N 2.687 0.957 0.178
N -0.090 0.583 0.419
O 1.751 -1.035 -0.502
H -2.484 -1.596 -0.096
H -1.830 -0.905 1.297
H -0.747 -2.144 0.304
H -0.593 -0.217 -1.415
H 1.888 -0.502 1.394
H -2.897 0.699 0.049
H -2.618 0.768 -1.601
H 3.281 1.062 -0.758
H 2.930 1.492 1.020
H 0.112 1.493 0.046
H -0.409 0.657 1.421
H 1.866 -0.804 -1.422
```

E_LUMO (spin up / spin down), eV: -2.91 / -8.07
Orbital gap (spin up / spin down), Ha: 0.2332 / 0.2227
Total charge: +1
E_tot, eV: -9810.760
HOMO level (spin up / spin down), eV: -9.3 / -14.1
2S+1: 3
ΔE to the lowest compared entry with this formula, charge and spin, kJ/mol: 134.7

Question: The lowest ΔE to the lowest compared entry with this formula, charge and spin belongs to which entry?
Answer: C25H35N5O6

Question: E_tot of number 3 (C8H24F2InO4S4)?
Answer: -70808.973 eV